This record from OMol25 describes a cluster of 6 separate species, CH14O5S2 in total. The level of theory is ωB97M-V/def2-TZVPD.

- HOMO energy (hartree) = -0.329
- energy relative to the best compared isomer or geometry (same formula, charge and spin) (eV) = 1.588
- SMILES string = CSS.O.O.O.O.O
- orbital gap (eV) = 9.0
- LUMO (eV) = 0.00

Each line ends with the Mulliken charge.
Geometry (Å):
C: -2.3981 0.6235 0.4322  -0.26
S: -1.6065 1.4967 -0.9581  -0.15
S: 0.1986 0.5248 -1.1886  -0.13
H: -3.4765 0.5637 0.3540  0.32
H: -2.0696 1.1118 1.3483  0.26
H: -2.0431 -0.3941 0.4925  -0.09
H: 0.1740 -0.3396 -2.2228  0.11
O: -1.5874 -2.6966 0.4563  -0.62
H: -1.2871 -2.9038 1.3392  0.30
H: -1.6520 -3.5024 -0.0525  0.27
O: -0.3851 1.5111 2.9127  -0.64
H: 0.1964 1.9459 2.3016  0.31
H: -0.2880 0.5786 3.1147  0.30
O: 0.7798 -2.0448 1.0937  -0.55
H: 1.0002 -1.8105 0.1864  0.30
H: 1.0659 -1.4108 1.7440  0.26
O: 2.3863 -1.7329 -1.4320  -0.61
H: 3.2740 -1.4089 -1.2058  0.29
H: 2.4840 -1.5464 -2.3755  0.32
O: 3.0309 1.3070 0.3140  -0.60
H: 2.8102 0.5528 -0.2187  0.29
H: 2.6730 2.1070 -0.0738  0.32

=====

This record from OMol25 describes a structure of composition C16H32Cl16F6MgN3O12S6. The level of theory is ωB97M-V/def2-TZVPD.

- HOMO energy (hartree) = -0.282
- energy relative to the best compared isomer or geometry (same formula, charge and spin) (eV) = 4.373
- orbital gap (eV) = 8.0
- net charge = -1
- LUMO (eV) = 0.31

Each line ends with the Mulliken charge.
Geometry (Å):
Mg: 0.3365 0.9791 -2.0150  1.07
N: 1.0669 1.8838 -3.3928  0.67
S: 1.4902 1.6237 -4.8295  0.70
O: 2.8796 1.1393 -5.0228  -0.54
O: 0.8295 2.3711 -5.9194  -0.61
F: 0.7421 0.2077 -4.8873  -0.23
S: 1.8966 3.4191 -3.5165  0.74
O: 1.2259 4.5516 -4.1208  -0.56
O: 3.3453 3.2829 -3.5943  -0.51
F: 1.7894 3.6624 -1.9276  -0.19
N: 4.1611 0.0012 -2.9624  -0.37
S: 2.9545 -1.1605 -2.3884  0.97
O: 1.5739 -0.5693 -2.2564  -0.81
O: 3.4322 -2.2240 -1.5100  -0.60
F: 2.8976 -1.9790 -3.8024  -0.31
S: 4.3009 0.6011 -1.5283  0.93
O: 5.1590 -0.0960 -0.6046  -0.60
O: 3.1351 1.3344 -1.0450  -0.19
F: 5.2282 1.7859 -2.0781  -0.34
N: 0.1271 0.7887 -0.1792  0.87
S: -0.6511 -0.3596 0.8990  0.24
O: -1.9762 0.0131 1.3699  -0.58
O: 0.2740 -1.1966 1.6994  -0.44
F: -0.9365 -1.3717 -0.2627  -0.03
S: 0.6493 1.5304 1.1169  0.33
O: 1.9417 1.0507 1.7297  -0.34
O: -0.3157 2.2212 1.9222  -0.60
F: 1.1428 2.7486 0.2444  -0.32
Cl: -2.2113 1.4922 -5.4098  -0.10
C: -2.7398 -0.1649 -5.3480  -0.56
C: -2.8754 -0.7009 -3.8835  -0.74
Cl: -1.3490 -0.4732 -2.9265  0.28
H: -1.9980 -0.7937 -5.8405  0.26
H: -3.6858 -0.2644 -5.8803  0.46
H: -3.2817 -1.7123 -3.8946  0.43
H: -3.6690 -0.1136 -3.4216  0.23
Cl: 4.7304 0.8543 5.2676  -0.22
C: 4.3292 -0.1178 3.7970  0.51
C: 5.5274 -0.7523 3.0882  -0.32
Cl: 6.4338 -2.0139 3.9884  -0.21
H: 3.7744 0.5249 3.1135  -0.24
H: 3.5624 -0.7937 4.1756  -0.03
H: 6.2080 0.0621 2.8398  0.40
H: 5.2853 -1.1746 2.1129  0.19
Cl: -6.9650 1.3280 3.1830  -0.20
C: -5.6911 0.4645 2.3690  0.00
C: -5.1076 1.3179 1.2085  0.52
Cl: -6.1393 1.1794 -0.2484  -0.18
H: -6.0534 -0.4784 1.9593  -0.09
H: -4.9854 0.1658 3.1442  0.26
H: -4.1193 0.9019 1.0127  -0.64
H: -4.9667 2.3850 1.3803  0.45
Cl: 3.8634 4.5779 4.2724  -0.21
C: 2.6346 3.7742 3.2639  -0.03
C: 1.4722 4.7682 2.8867  -0.19
Cl: 1.8094 5.6649 1.4092  -0.18
H: 2.2589 2.8981 3.7924  0.12
H: 3.1130 3.3629 2.3750  0.00
H: 1.3846 5.4500 3.7326  0.52
H: 0.5266 4.2267 2.9154  0.00
Cl: -1.8970 6.0069 -0.4707  -0.19
C: -2.1741 4.4124 0.2574  0.07
C: -2.9226 3.5336 -0.7484  0.12
Cl: -1.8792 2.9057 -2.0181  0.03
H: -2.7819 4.5725 1.1479  0.43
H: -1.1638 4.1115 0.5346  -0.29
H: -3.8029 4.0754 -1.0943  0.51
H: -3.3148 2.6863 -0.1859  -0.64
Cl: 0.6321 -5.7793 2.9772  -0.21
C: 0.9028 -4.1696 3.6646  -0.36
C: 2.1437 -3.4227 3.0140  0.23
Cl: 3.7259 -4.1584 3.5317  -0.19
H: 1.0598 -4.2896 4.7366  0.40
H: 0.0161 -3.5627 3.4819  0.18
H: 2.1376 -2.3629 3.2688  -0.03
H: 1.9904 -3.4661 1.9358  0.03
Cl: 1.7596 -6.4388 -2.3227  -0.22
C: 1.5082 -5.1730 -1.1710  0.13
C: 0.0858 -4.6098 -1.2183  -0.10
Cl: -0.2809 -3.6917 -2.6872  -0.10
H: 2.2230 -4.3825 -1.3995  -0.10
H: 1.8494 -5.4945 -0.1869  0.25
H: -0.1471 -3.9854 -0.3557  -0.26
H: -0.5714 -5.4602 -1.0370  0.40
Cl: -5.1736 -2.1908 -1.3447  -0.10
C: -5.5639 -2.9478 0.2415  -0.58
C: -4.3452 -3.0098 1.1769  0.01
Cl: -3.1912 -4.1645 0.4596  -0.15
H: -5.8694 -3.9890 0.1385  0.42
H: -6.3089 -2.3019 0.7062  0.30
H: -4.5690 -3.3007 2.2032  0.41
H: -3.8533 -2.0372 1.1911  -0.25

=====

This record from OMol25 describes a cluster of 2 separate species, C4H6N4O2S in total. The level of theory is ωB97M-V/def2-TZVPD.

- HOMO energy (hartree) = -0.338
- energy relative to the best compared isomer or geometry (same formula, charge and spin) (eV) = 4.284
- SMILES string = SN1N=CCO1.c1conn1
- orbital gap (eV) = 9.7
- LUMO (eV) = 0.55

Each line ends with the Mulliken charge.
Geometry (Å):
S: 0.7926 -2.7193 -0.2692  -0.14
N: 1.4360 -1.4416 0.7822  0.25
N: 2.6967 -1.1581 0.4323  -0.51
C: 2.8472 0.0078 -0.0796  -0.18
C: 1.5162 0.7252 -0.1243  -0.35
O: 0.6256 -0.1936 0.4919  -0.25
H: -0.1428 -3.3479 0.4637  0.19
H: 3.7869 0.4942 -0.1043  0.40
H: 1.5580 1.4583 0.6890  0.28
H: 1.2153 1.1097 -1.1020  0.28
C: -1.9519 -0.2339 0.4196  -0.29
C: -2.6988 -0.0167 -0.7209  0.00
O: -3.2775 -1.2163 -0.9736  -0.13
N: -2.8520 -2.1337 -0.0444  -0.20
N: -2.0155 -1.5726 0.6970  -0.16
H: -1.1487 0.4265 0.8015  0.42
H: -2.8987 0.8234 -1.3756  0.40

=====

This record from OMol25 describes a structure of composition C3H4CdLiO4. The level of theory is ωB97M-V/def2-TZVPD.

- HOMO energy (hartree) = -0.479
- energy relative to the best compared isomer or geometry (same formula, charge and spin) (eV) = 1.389
- orbital gap (eV) = 8.1
- net charge = +1
- LUMO (eV) = -4.97

Each line ends with the Mulliken charge.
Geometry (Å):
H: -4.3072 2.3524 0.4416  0.37
C: -3.6140 1.5609 0.1466  0.27
C: -3.6852 0.2152 0.6967  -0.42
O: -4.1769 0.5316 -0.6153  -0.38
H: -2.7822 -0.3990 0.7088  0.22
H: -4.4492 -0.0235 1.4408  0.24
O: -2.4111 2.0857 -0.2968  -0.74
H: -1.9859 3.1406 0.1370  0.51
O: -1.7152 4.2490 -0.8941  -0.43
C: -2.1587 3.6129 -1.8334  0.90
Cd: -3.7605 6.7848 -6.4031  0.27
Li: -3.2924 5.2146 -4.0063  0.67
O: -2.8401 3.7750 -2.7893  -0.46

=====

This record from OMol25 describes a structure of composition C30H29BMoN9S2. The level of theory is ωB97M-V/def2-TZVPD.

- HOMO energy (alpha / beta) (hartree) = -0.518 / -0.515
- energy relative to the best compared isomer or geometry (same formula, charge and spin) (eV) = 0.000
- 2S+1 = 2
- orbital gap (alpha / beta) (eV) = 6.7 / 5.0
- ⟨S²⟩ = 0.763
- net charge = +2
- LUMO (alpha / beta) (eV) = -7.43 / -8.98

Each line ends with the Mulliken spin population.
Geometry (Å):
Mo: 0.0493 -0.7847 0.9678  0.65
C: 3.2757 -0.9051 2.8991  0.00
C: 3.2257 -0.3448 1.5109  0.03
C: 4.2961 -0.0019 0.6924  0.00
C: 3.7431 0.3963 -0.5079  0.02
N: 2.4113 0.3296 -0.4182  0.01
N: 2.0814 -0.1522 0.8177  -0.02
B: 1.2362 0.4949 -1.4146  0.01
N: 0.1662 1.4550 -0.7428  0.00
C: -0.1862 2.7028 -1.0570  0.02
C: -1.1641 3.1311 -0.1721  0.00
C: -1.3706 2.0866 0.7211  -0.01
C: -2.2889 1.9897 1.8941  0.02
N: -0.5569 1.0771 0.3581  -0.03
N: 0.6045 -0.9862 -1.5052  0.00
C: 0.1885 -1.6129 -2.6392  0.01
C: 0.2328 -2.9707 -2.4544  0.00
C: 0.6390 -3.1817 -1.1353  0.00
C: 0.8685 -4.4827 -0.4494  0.00
N: 0.8640 -1.9909 -0.5501  0.02
N: 1.6564 1.1253 -2.7041  0.00
C: 2.5229 2.1753 -2.8448  0.00
C: 2.3426 2.6963 -4.0890  0.00
C: 1.2944 1.9298 -4.6585  0.00
C: 0.6778 2.0832 -6.0207  0.00
N: 0.8687 1.0051 -3.8185  0.00
H: 4.2633 -1.3106 3.0955  0.00
H: 2.5539 -1.7031 3.0355  0.00
H: 3.0807 -0.1372 3.6492  0.00
H: 5.3490 -0.0493 0.9425  0.00
H: 4.2266 0.7128 -1.4205  0.00
H: 0.2651 3.2057 -1.9040  0.00
H: -1.6708 4.0866 -0.1729  0.00
H: -3.1470 2.6429 1.7574  0.00
H: -1.7800 2.2981 2.8109  0.00
H: -2.6472 0.9737 2.0293  0.00
H: -0.0209 -1.0208 -3.5163  0.00
H: 0.0070 -3.7321 -3.1898  0.00
H: 1.1071 -5.2417 -1.1926  0.00
H: -0.0132 -4.8134 0.0946  0.00
H: 1.6940 -4.4095 0.2535  0.00
H: 3.1896 2.4826 -2.0503  0.00
H: 2.8874 3.5145 -4.5468  0.00
H: 1.3188 2.6791 -6.6685  0.00
H: -0.2897 2.5854 -5.9567  0.00
H: 0.5195 1.1124 -6.4904  0.00
S: -1.0382 -2.8377 1.9584  0.15
C: -2.1944 -2.3885 0.7605  0.02
N: -1.8900 -1.2862 0.1349  -0.03
C: -2.8096 -0.9671 -0.8841  0.02
C: -2.7829 0.1111 -1.7632  -0.01
C: -3.8018 0.2214 -2.6907  0.01
C: -4.8363 -0.7213 -2.7529  0.00
C: -4.8666 -1.7958 -1.8856  0.00
C: -3.8427 -1.9005 -0.9498  0.00
S: -3.6205 -3.1561 0.2457  0.04
H: -1.9916 0.8502 -1.7318  0.00
H: -3.7971 1.0568 -3.3827  0.00
H: -5.6259 -0.6081 -3.4880  0.00
H: -5.6702 -2.5283 -1.9248  0.00
C: 0.0389 -0.3244 2.7730  -0.03
C: 0.0262 0.0253 4.1192  0.06
C: 0.5351 1.2952 4.4929  0.02
C: 0.5337 1.6547 5.8179  0.00
C: 0.0198 0.7740 6.7751  0.02
C: -0.4997 -0.4704 6.4145  -0.01
C: -0.5005 -0.8565 5.0961  0.01
H: 0.9190 1.9643 3.7289  0.00
H: 0.9215 2.6203 6.1187  0.00
H: 0.0178 1.0681 7.8199  0.00
H: -0.9054 -1.1305 7.1716  0.00
H: -0.9102 -1.8103 4.7876  0.00

=====

This record from OMol25 describes the molecule C4H4F3NO2. The level of theory is ωB97M-V/def2-TZVPD.

- HOMO energy (hartree) = -0.318
- energy relative to the best compared isomer or geometry (same formula, charge and spin) (eV) = 1.359
- SMILES string = OC1=C[C@H](C(F)(F)F)NO1
- orbital gap (eV) = 9.1
- LUMO (eV) = 0.48

Each line ends with the Mulliken charge.
Geometry (Å):
O: 0.4740 -0.4798 2.4702  -0.47
C: 0.6095 -0.1896 1.1791  0.34
C: 0.2374 -1.0338 0.2016  -0.56
C: 0.1607 -0.0947 -1.0708  0.24
C: 0.5421 -0.7531 -2.4422  0.70
F: -0.3571 -1.7617 -2.5816  -0.25
F: 0.2491 0.0563 -3.4929  -0.25
F: 1.8055 -1.2702 -2.6790  -0.25
N: 0.9834 1.0705 -0.6845  -0.25
O: 1.0467 1.0120 0.8111  -0.34
H: 0.6724 0.2702 3.0884  0.35
H: 0.0451 -2.1476 0.2334  0.33
H: -0.8395 0.3324 -1.1126  0.14
H: 1.8423 1.1964 -1.1375  0.28

=====

This record from OMol25 describes a structure of composition C9H21BrIO2P2Tc. The level of theory is ωB97M-V/def2-TZVPD.

- HOMO energy (alpha / beta) (hartree) = -0.722 / -0.718
- 2S+1 = 4
- orbital gap (alpha / beta) (eV) = 6.5 / 5.3
- ⟨S²⟩ = 3.783
- net charge = +3
- LUMO (alpha / beta) (eV) = -13.09 / -14.25

Each line ends with the Mulliken spin population.
Geometry (Å):
C: -2.7728 3.1550 -2.6124  0.00
C: -1.4126 2.7844 -2.5002  0.00
H: -2.9388 3.9640 -3.3795  0.00
H: -3.0942 3.5022 -1.6078  0.00
H: -3.3340 2.2370 -2.8879  0.00
O: -0.2789 2.5612 -2.4936  0.00
I: -2.2960 0.2630 0.1723  0.53
Tc: 0.3182 -0.2236 0.1635  2.02
P: 0.0343 -2.1192 -1.2225  0.02
C: 1.5532 -2.9992 -1.6899  0.00
C: -0.9131 -3.5503 -0.5677  0.03
H: -1.1581 -4.2648 -1.3665  0.00
H: -0.8040 -2.9310 -3.3740  0.00
H: -1.8307 -3.1654 -0.1171  0.00
H: -1.7632 -1.5651 -2.7099  0.00
H: 2.0058 -3.4173 -0.7842  0.00
H: -0.3111 -4.0557 0.1986  0.00
C: -0.7491 -1.9524 -2.8691  0.03
H: 1.3002 -3.8071 -2.3894  0.00
H: -0.1602 -1.2626 -3.4895  0.00
H: 2.2439 -2.2918 -2.1608  0.00
P: 0.6549 1.1429 2.0639  0.02
C: 2.3714 1.3000 2.6373  0.00
C: 0.1727 2.9088 2.0302  0.03
H: -1.1543 0.3733 3.4539  0.00
H: -0.0681 1.4491 4.3949  0.00
H: 0.4199 -0.2391 4.0437  0.00
C: -0.1136 0.6378 3.6544  0.03
H: -0.9075 2.9475 1.8413  0.00
H: 0.3955 3.3892 2.9969  0.00
H: 2.4075 2.0147 3.4703  0.00
H: 2.9930 1.6521 1.8073  0.00
H: 0.7277 3.4276 1.2364  0.00
H: 2.7175 0.3164 2.9732  0.00
C: 2.1335 -0.0852 -0.3179  -0.06
O: 3.2968 -0.0720 -0.5522  0.12
Br: 0.3143 -2.0244 1.9543  0.22

=====

This record from OMol25 describes a structure of composition C29H18F3InN4O10. The level of theory is ωB97M-V/def2-TZVPD.

- HOMO energy (alpha / beta) (hartree) = -0.267 / -0.267
- energy relative to the best compared isomer or geometry (same formula, charge and spin) (eV) = 0.425
- orbital gap (alpha / beta) (eV) = 3.3 / 3.3
- LUMO (alpha / beta) (eV) = -3.94 / -3.94

Each line ends with the Mulliken charge.
Geometry (Å):
In: 0.0705 0.8675 0.0938  2.68
O: -3.6364 1.4314 5.1535  -0.59
C: -2.9736 1.2165 4.1485  0.54
C: -3.3808 1.2065 2.6909  -0.33
O: -4.5248 1.4794 2.3398  -0.62
C: -2.1928 0.8183 1.9343  0.56
C: -1.0293 0.8215 2.7428  0.55
O: 0.2103 0.8831 2.2863  -0.75
C: -1.4077 0.8414 4.1406  0.00
O: -0.6512 0.6448 5.0869  -0.68
O: -2.1378 0.6908 0.6578  -0.56
C: 4.4872 -1.3658 -2.7782  -0.37
C: 3.1732 -0.9850 -3.0195  -0.85
C: 2.4406 -0.1675 -2.0994  0.04
C: 3.0402 0.2956 -0.9323  0.09
C: 4.3632 -0.1263 -0.7227  -0.15
C: 5.0703 -0.9145 -1.5975  -0.65
N: 2.3655 1.1251 -0.0558  0.62
N: 3.1808 1.7949 0.7648  -0.83
C: 2.6462 2.7976 1.4822  0.43
C: 3.2332 3.0617 2.7569  -0.47
C: 2.7454 4.0715 3.5536  -0.39
C: 1.5570 4.7363 3.1759  -0.57
C: 0.9150 4.4049 1.9992  -0.29
N: 1.5151 3.5402 1.1515  0.39
H: 5.0500 -2.0902 -3.3662  0.40
H: 2.6235 -1.2231 -3.9524  0.41
H: 1.4050 0.0139 -2.3681  0.59
H: 4.8764 0.2617 0.1716  0.38
H: 6.0944 -1.2741 -1.3235  0.34
H: 3.9967 2.3601 3.1334  0.41
H: 3.2183 4.4110 4.4613  0.42
H: 1.0850 5.5067 3.7808  0.43
H: -0.0269 4.8077 1.6731  0.53
F: 1.5880 -6.0798 1.0241  -0.28
C: 0.2559 -5.7136 0.7551  0.63
F: -0.0939 -6.3613 -0.3713  -0.23
F: -0.5460 -6.1615 1.7736  -0.23
C: 0.1618 -4.1750 0.6396  0.52
C: -0.9535 -3.5555 0.0206  -1.09
C: -0.9551 -2.2111 -0.1400  -0.31
N: 0.1123 -1.4573 0.2862  0.18
C: 1.0905 -2.0013 1.0353  -0.25
C: 1.1947 -3.3512 1.2074  -0.86
H: -1.7323 -4.1556 -0.4203  0.49
H: -1.7466 -1.7007 -0.6561  0.62
H: 1.8463 -1.3281 1.4812  0.45
H: 2.0726 -3.8000 1.7265  0.41
O: -2.9140 2.0874 -2.1210  -0.76
C: -3.3861 0.9058 -2.6516  0.76
C: -4.7424 0.9312 -2.9713  -0.57
C: -5.3650 -0.2148 -3.4974  -0.16
C: -4.5962 -1.3406 -3.6927  -0.80
C: -3.2523 -1.3557 -3.3782  -0.38
C: -2.5692 -0.2160 -2.8929  0.06
C: -0.9981 -0.1378 -2.6922  0.92
O: -0.3220 -1.0586 -3.1286  -0.72
O: -0.5887 0.9591 -2.0728  -1.15
H: -1.9318 1.9047 -1.9461  0.44
H: -5.3124 1.8700 -2.7874  0.37
H: -6.4310 -0.2043 -3.8543  0.31
H: -5.0275 -2.2118 -4.1783  0.37
H: -2.6497 -2.2505 -3.5968  0.39
O: 0.8762 3.3996 -0.1514  -0.26
O: -0.4861 3.0402 0.0872  -0.60

=====

Calculated maximum force, 0.038, 0.221, 0.048, 0.109, 0.025, 0.061, 0.175, 0.099 hartree/bohr (same order as the records).
Calculated E, -33171.3951, -333270.7197, -25129.4381, -16125.8043, -69181.8890, -17947.5256, -112658.2393, -70119.6667 eV (same order as the records).